Below is C22H26N4O3Rb as an isolated structure, with properties calculated with ωB97M-V with the def2-TZVPD basis set.

Each line ends with the natural charge from an NBO analysis.
Element x y z (Å)
C -5.5705 -0.2770 -1.3641  -0.200
H 3.4368 1.0029 2.4765  0.188
H 0.8630 -4.3821 4.8135  0.189
H -6.7815 1.5181 -1.3279  0.211
C -2.2893 2.3550 -1.8164  -0.419
H 2.3939 -2.9860 -0.6215  0.168
C -4.7269 1.9908 -1.7943  -0.197
C 1.2326 -3.9566 3.8855  -0.193
C 2.8901 0.1912 1.9824  -0.276
H -2.9674 -2.2138 -0.3984  0.266
C 3.8336 -0.3395 0.8782  -0.273
C 0.8000 -3.2705 1.5652  0.415
C 2.6817 -2.3623 0.2340  0.126
H 3.2389 -3.6787 4.6486  0.192
N 1.5578 0.6625 1.6070  -0.457
H -4.7470 3.0376 -1.4815  0.200
O 1.0702 1.1663 -2.0847  -0.826
H 4.9899 4.1966 -0.4195  0.192
N -3.4037 1.4661 -1.5251  -0.450
H -2.2185 3.1429 -1.0608  0.186
N 3.3673 -1.3378 -0.0786  -0.457
H 0.3150 1.6998 0.4464  0.165
C -3.1506 0.1778 -1.1447  0.808
C -5.7792 1.1935 -1.0472  -0.413
C 2.0234 1.9146 -1.6865  0.402
C 4.1792 3.5660 -0.7634  -0.335
H -1.3514 1.8017 -1.8392  0.282
C 0.3794 -3.8251 2.8151  -0.324
H 4.1707 0.5000 0.2778  0.214
H -4.6688 -2.4118 0.0585  0.186
C 2.1808 -2.8618 1.5164  -0.310
C 1.3697 1.4743 0.6476  0.139
H -4.9367 1.9655 -2.8728  0.175
H 4.7172 -0.7322 1.3960  0.189
C 2.9023 2.6024 -2.5787  -0.282
H 3.5075 3.0568 1.2050  0.193
H 2.7293 -0.5839 2.7245  0.211
C 3.9371 3.3910 -2.1286  -0.213
H 4.5786 3.8903 -2.8485  0.189
O -2.0071 -0.2082 -0.9284  -0.717
H -4.1659 -2.6713 -1.6255  0.178
C 2.5708 -3.5571 3.8049  -0.354
C 3.3497 2.9211 0.1391  -0.168
C 3.0218 -3.0130 2.6161  -0.111
C -3.9925 -2.0688 -0.7271  -0.408
O 0.0153 -3.1291 0.5724  -0.819
N -4.2272 -0.6621 -0.9889  -0.454
H -5.6501 1.3418 0.0270  0.211
H -2.4478 2.8222 -2.7917  0.184
H -6.2691 -0.8976 -0.8001  0.201
H -0.6525 -4.1502 2.8935  0.196
H 2.7260 2.4796 -3.6421  0.191
H 4.0614 -2.7141 2.5226  0.185
Rb 0.3675 -0.8961 -0.6459  0.944
H -5.7535 -0.4593 -2.4332  0.174
C 2.2991 2.1175 -0.2886  -0.294

Properties
charge	-1
energy above the lowest of the compared OMol25 structures with the same formula, charge and spin	77.3	kJ/mol
E_LUMO	2.1	eV
multiplicity	1
frontier orbital gap	5.97	eV
max |F|	0.0182	hartree/bohr

=====

Below is C22H26N4Pt as an isolated structure in a non-equilibrium geometry, with properties calculated with ωB97M-V with the def2-TZVPD basis set.

Each line ends with the natural charge from an NBO analysis.
Element x y z (Å)
H -0.2222 4.0851 -2.3156  0.198
C 1.5571 -0.2127 2.3638  0.216
C -0.4229 3.3674 -0.3020  -0.416
N -0.7892 0.2987 -1.7830  -0.574
H 2.4931 -1.9343 3.0738  0.212
Pt -0.2910 -0.0783 0.2017  0.795
H 1.3567 3.5408 0.8711  0.192
H -1.2775 2.0900 -2.7824  0.182
H -2.2999 -3.4570 0.3824  0.200
C -1.9108 -3.1917 -2.0401  -0.332
H 1.2589 4.1634 -1.3848  0.200
C -1.7954 -2.5909 0.8051  -0.223
C 0.3810 3.5408 -1.5819  -0.387
H -1.1034 -3.8073 2.4097  0.212
H -2.5455 -2.0581 1.4024  0.196
H -1.2267 2.6384 -0.4403  0.220
C 3.6399 -0.3385 3.8056  -0.140
N 0.5555 -0.9110 1.8026  -0.580
C -2.3619 -3.6072 -3.2773  -0.119
C -1.6143 -1.9091 -1.5267  0.229
C 1.5226 1.2173 2.0193  0.311
C 0.4257 2.9637 0.8862  -0.234
H -0.9878 -1.4189 3.1191  0.184
C 0.7914 2.2081 -2.1872  -0.418
C 3.9250 0.9670 4.1254  -0.294
H -0.9065 4.3131 -0.0456  0.212
H -2.1601 0.4625 -3.9750  0.212
C -0.6834 -3.0417 1.7521  -0.410
C 3.1362 2.0708 3.7920  -0.137
C -2.7169 -2.8647 -4.3917  -0.309
H 0.1343 -3.4996 1.1886  0.209
H 4.7909 1.1560 4.7470  0.212
H 1.4558 2.3823 -3.0360  0.210
H 1.6230 3.1566 2.8898  0.216
H -0.2076 1.0008 -3.6442  0.201
H 0.5238 -2.2934 3.3746  0.196
C -0.1440 -1.9001 2.6061  -0.214
H 1.3553 1.6090 -1.4694  0.226
C 2.5608 -0.8529 3.0932  -0.300
H -2.4710 -4.6827 -3.3750  0.207
C -0.4227 1.4111 -2.6548  -0.237
H -1.7190 -3.9956 -1.3423  0.209
C -2.6168 -1.4867 -4.4932  -0.133
N 0.7422 1.5365 1.0161  -0.538
C 2.0858 2.1822 2.9174  -0.330
C -2.0752 -0.5564 -3.6258  -0.348
C -1.4566 -0.6919 -2.3574  0.316
H 4.3258 -1.0865 4.1894  0.210
H -0.1117 3.2573 1.7963  0.192
H 3.3995 2.9930 4.3008  0.209
N -1.3701 -1.6874 -0.2488  -0.526
H -3.1174 -3.4002 -5.2425  0.211
H -3.0131 -1.0575 -5.4082  0.207

Properties
charge	0
energy above the lowest of the compared OMol25 structures with the same formula, charge and spin	0.0	kJ/mol
E_LUMO	0.4	eV
multiplicity	1
frontier orbital gap	6.85	eV
max |F|	0.0242	hartree/bohr

=====

Below is C22H27AgFN3 as an isolated structure, with properties calculated with ωB97M-V with the def2-TZVPD basis set.

Each line ends with the natural charge from an NBO analysis.
Element x y z (Å)
H -2.8444 -3.4539 1.5860  0.194
C -2.7508 0.5243 -0.5400  -0.317
C -0.1797 -2.7937 2.1925  -0.592
H -2.8570 -0.3949 -1.1034  0.222
N 4.6945 2.7458 2.5452  -0.505
H -2.4085 3.7793 1.4737  0.218
H -0.2464 -2.8259 -3.8474  0.201
C -0.9644 -2.2075 -0.1123  -0.020
H 0.4479 -0.8449 -4.1895  0.195
C -3.7779 2.4916 0.4132  -0.280
C 4.0598 2.7656 0.4642  -0.077
H -0.3138 -2.6116 3.2622  0.201
N -0.3438 0.1328 -0.3278  -0.827
C 4.8810 3.3924 1.3415  -0.098
C 3.3369 0.8353 3.4483  -0.660
C 3.7922 1.7548 2.3690  0.387
H 1.0964 1.3453 -2.2167  0.210
H 3.9050 2.9624 -0.5828  0.229
C -1.2160 -2.0143 1.3743  -0.254
C -0.4447 -2.6477 -2.7950  -0.207
H -1.8653 -0.0130 -4.0112  0.209
N 3.3922 1.7477 1.1132  -0.558
C 0.1626 -0.2970 -3.2875  -0.228
H 2.1659 -0.0514 -2.4715  0.203
H -4.8307 0.9849 -0.6844  0.208
H 2.4304 0.3285 3.1255  0.248
H -1.3671 1.1628 -2.7889  0.218
C -1.4369 2.0798 0.6554  0.288
H 5.5477 4.2298 1.2303  0.230
H -4.6501 3.1062 0.5926  0.209
H -1.0248 -4.6836 -2.4341  0.207
C -2.6431 -2.3963 1.7733  -0.595
H 0.8310 -2.4852 1.9130  0.202
C -1.1356 -3.4705 -0.6661  -0.215
H 4.0928 0.0810 3.6718  0.237
C -1.0294 0.5933 -3.6563  -0.599
C -3.8684 1.3061 -0.3031  -0.202
H -0.7542 1.2960 -4.4482  0.200
H -2.8021 -2.2032 2.8371  0.203
H -3.3656 -1.8056 1.2080  0.221
C -1.4587 0.8777 -0.0802  0.196
H 3.1169 1.3859 4.3632  0.233
Ag 1.5681 0.6772 0.4663  0.745
H -0.2623 -3.8678 2.0143  0.201
F -0.2463 2.5074 1.1795  -0.363
C -2.5323 2.8701 0.8981  -0.252
C 1.3753 0.5596 -2.9150  -0.604
H -1.0838 -0.9592 1.6031  0.222
C -0.8834 -3.6981 -2.0075  -0.226
H 1.7830 1.0357 -3.8113  0.203
H -1.4779 -4.2865 -0.0383  0.203
C -0.2549 -1.3663 -2.2833  -0.033
H 5.1662 2.9560 3.4055  0.424
C -0.5252 -1.1372 -0.9188  0.146

Properties
charge	0
E_LUMO	0.2	eV
multiplicity	1
frontier orbital gap	6.69	eV
max |F|	0.0157	hartree/bohr

=====

Below is C22H27AuClIN4O3Sb as an isolated structure in a non-equilibrium geometry, with properties calculated with ωB97M-V with the def2-TZVPD basis set.

Each line ends with the natural charge from an NBO analysis.
Element x y z (Å)
C 0.9107 -1.6547 -2.9637  0.678
Sb -1.3520 1.5074 0.0587  1.244
H -3.0355 0.7924 -1.8280  0.237
H -2.6379 3.6931 0.2937  0.228
C 1.6876 -0.7659 2.3329  0.239
C 0.2079 0.1086 -4.4281  -0.508
I 0.3310 -1.3927 4.9282  0.198
C -0.6737 2.1374 2.9628  -0.624
C -2.2104 -4.2229 -0.5084  -0.078
H -1.6329 -2.8023 -2.0797  0.228
H 3.3735 -0.9992 5.2640  0.252
C 4.1175 -0.4454 2.0036  -0.118
H -5.2658 0.7583 -0.6150  0.228
N -1.0962 -2.3517 -0.0413  -0.569
H -4.4709 2.2997 -0.3591  0.209
C 5.1579 -0.2398 1.0678  -0.096
C 3.2239 -0.8614 4.2017  -0.223
C 1.9143 -0.9503 3.6653  -0.201
H -2.2312 -4.8122 1.5438  0.438
H -0.9445 -2.6828 2.0595  0.247
C -1.6811 3.5727 -0.2223  -0.721
C 4.8760 -0.1356 -0.2620  -0.252
H 1.8610 -1.2907 -4.8324  0.251
H -0.7545 0.1463 -4.9382  0.251
C -1.2795 -3.0090 1.0863  0.206
H -2.0011 5.1530 -1.6440  0.223
C 3.5392 -0.2284 -0.6902  0.098
H 0.8292 0.8910 -4.8612  0.253
N 0.3688 -0.6114 -2.1832  -0.706
C 4.2927 -0.6107 3.4015  -0.024
H -1.6783 0.2847 2.3905  0.240
H 0.2799 -2.0282 -4.9675  0.252
C 0.8500 -1.2742 -4.4272  -0.511
C 2.8111 -0.5158 1.5019  0.176
C -1.7404 4.0932 -1.6533  -0.618
O 1.3544 -2.6685 -2.4970  -0.567
H -4.4580 1.0758 0.9092  0.209
H -0.7015 3.2024 2.7249  0.207
H -3.0252 -0.4325 -0.5581  0.231
C -1.7016 1.3474 2.1535  -0.765
H -0.8609 2.0436 4.0338  0.228
C -0.0255 0.4344 -2.9714  0.696
C -3.0999 0.6381 -0.7502  -0.757
H -2.7186 1.7207 2.3002  0.223
O 0.4547 -0.8210 1.7995  -0.733
N 2.5554 -0.3866 0.1588  -0.511
O -0.5147 1.4869 -2.5922  -0.628
H -2.7405 -5.0493 -0.9472  0.243
H -0.9279 4.0910 0.3705  0.236
H 6.1791 -0.1787 1.4201  0.249
H 0.3406 1.7759 2.7817  0.207
Au 0.4162 -0.7236 -0.1670  1.362
H -2.4919 3.5735 -2.2479  0.212
C -1.6589 -3.1110 -1.0495  -0.073
H -0.7910 3.9825 -2.1678  0.228
H 5.6596 0.0088 -0.9922  0.243
N -1.9616 -4.1391 0.8459  -0.490
Cl 5.8800 -0.5030 4.0925  0.035
C -4.3877 1.2281 -0.1684  -0.626
H 3.2789 -0.1486 -1.7388  0.213

Properties
charge	+1
energy above the lowest of the compared OMol25 structures with the same formula, charge and spin	75.7	kJ/mol
E_LUMO (alpha / beta)	-4.4 / -4.4	eV
multiplicity	1
frontier orbital gap (alpha / beta)	6.20 / 6.20	eV
max |F|	0.0287	hartree/bohr